# 1
A molecular structure, C30H28BrN4O3PPt at a distorted geometry. Source: OMol25; level of theory: the ωB97M-V functional and the def2-TZVPD basis.

Its LUMO energy is -0.25429 hartree. The energy above the lowest of the compared OMol25 structures with the same formula, charge and spin is 31.7 kcal per mole. As for the max |F|: 1.18 eV/Å. The frontier orbital gap is 6.77 eV. The HOMO energy is -13.7 eV. Its total charge is +2. Its spin multiplicity is 1. The energy comes out at -126227.785 eV.

Structure (XYZ):
```
68
Properties=species:S:1:pos:R:3:mulliken_charge:R:1
H 0.365 0.580 6.232 0.405
H 4.381 -4.532 -2.145 0.419
C 2.254 -4.512 -1.885 -0.727
H -1.956 -3.784 2.578 0.458
C 0.350 2.456 -3.011 -0.012
C -0.493 1.842 -5.139 -0.345
H 0.817 3.137 -2.318 0.157
H -0.330 -2.353 1.402 0.457
C -0.521 0.296 -3.311 0.907
O 0.180 0.453 1.454 -0.535
C -2.121 -3.521 1.542 -0.742
C 0.156 5.149 0.748 -0.719
H -1.955 1.999 1.519 0.540
H 2.147 -5.579 -2.026 0.437
P -0.188 -1.344 -1.223 0.779
C -0.317 2.829 0.379 0.351
H -3.039 -0.335 0.159 0.279
C 1.114 0.419 5.469 -0.747
H -3.769 1.279 0.326 0.398
C 2.399 0.028 5.822 -0.474
H -2.511 4.149 2.584 0.484
N -0.750 -0.952 -2.793 0.208
H 2.647 -0.120 6.864 0.419
C 0.119 2.791 -4.312 -0.981
H 0.165 -4.208 -1.549 0.409
C -0.930 5.218 1.606 -0.149
H 4.629 -2.094 -1.838 0.460
H -2.748 -2.582 -2.157 0.355
N 2.314 1.048 1.006 -0.508
O 1.903 1.207 -0.232 -0.513
C -0.802 0.599 -4.646 -1.083
C -3.352 0.557 -0.374 -0.725
C 0.472 3.941 0.135 -0.123
C 1.275 -2.356 -1.446 0.674
O -2.176 1.106 -1.025 -0.307
C 3.650 -2.551 -1.781 -0.897
H -4.086 0.298 -1.133 0.274
C -1.209 -2.716 0.881 -0.429
C -1.424 -2.383 -0.459 0.254
C 2.536 -1.765 -1.528 -0.417
H 2.654 -0.696 -1.409 0.371
C -2.558 -2.843 -1.124 -0.399
C -3.244 -3.992 0.873 -0.556
H -4.341 -4.019 -0.971 0.470
C -3.464 -3.653 -0.455 -0.805
H -3.950 -4.630 1.389 0.429
C 3.370 -0.176 4.849 -0.666
Br -1.374 6.853 2.416 -0.121
H 4.365 -0.487 5.131 0.406
N 0.021 1.238 -2.502 0.085
H 1.346 3.889 -0.501 0.538
Pt -0.028 0.981 -0.492 1.362
C 0.786 0.617 4.138 -0.127
H -1.087 -1.654 -3.436 0.355
H 0.406 3.764 -4.681 0.494
H -2.382 1.977 -1.389 0.277
H 0.756 6.029 0.561 0.466
H -1.245 -0.160 -5.276 0.481
C -1.374 2.880 1.276 -0.265
C 3.509 -3.920 -1.956 -0.547
C -1.688 4.089 1.884 -0.776
H -0.712 2.080 -6.171 0.459
C 1.137 -3.737 -1.623 -0.578
H 3.806 -0.147 2.740 0.501
C 1.779 0.417 3.194 0.228
C 3.067 0.017 3.512 -0.360
N 1.450 0.657 1.807 1.153
H -0.203 0.931 3.839 0.435
```

***

# 2
A molecular structure, C30H28F5N2O2RhSSi. Source: OMol25; level of theory: the ωB97M-V functional and the def2-TZVPD basis.

Its LUMO energy is -0.02067 hartree. The energy above the lowest of the compared OMol25 structures with the same formula, charge and spin is 8.3 kcal per mole. As for the max |F|: 0.66 eV/Å. The frontier orbital gap is 7.35 eV. The HOMO energy is -7.9 eV. Its spin multiplicity is 1. The energy comes out at -73946.406 eV.

Structure (XYZ):
```
70
Properties=species:S:1:pos:R:3:mulliken_charge:R:1
F 4.801 -4.726 -1.242 -0.326
H -6.008 -0.111 3.779 0.390
C 0.334 3.713 -0.943 -0.732
S -0.701 -2.362 -2.541 -0.498
C 3.902 -3.744 -1.125 0.617
C -2.133 3.657 -1.398 -0.663
H -2.766 -1.355 6.281 0.386
H -2.351 4.110 -2.368 0.444
C -1.751 2.194 -1.649 -1.083
C 0.370 -1.845 -3.802 0.774
C 0.334 2.290 -0.380 -0.296
H 2.257 -3.007 -6.376 0.395
H 2.043 2.350 4.275 0.409
C 0.947 -2.737 -4.713 -0.884
H -2.861 1.698 0.457 0.645
H 0.532 3.684 -2.019 0.328
H 0.576 2.293 0.680 0.407
F 5.314 -2.252 -2.271 -0.321
H -2.648 1.587 -1.814 0.462
F 2.427 -5.176 0.011 -0.336
H 3.099 -1.572 2.922 0.448
F 3.493 -0.288 -2.055 -0.405
C -4.950 -0.287 3.928 -0.662
H -0.958 5.448 -1.039 0.446
C -4.053 -0.042 2.899 -0.541
H 0.699 -3.783 -4.604 0.459
C -2.680 -0.256 3.062 0.743
H -1.182 4.457 0.382 0.234
C 1.798 1.444 3.735 -0.657
H -1.579 2.535 1.308 0.071
C 4.161 -2.488 -1.638 0.405
H -1.135 2.104 -2.542 0.394
F 0.624 -3.251 0.274 -0.442
H -5.185 -0.956 5.953 0.376
H 0.905 -1.787 1.842 0.557
C -4.488 -0.762 5.148 -0.460
H -1.457 -2.217 0.523 0.485
H 2.816 -0.559 -6.497 0.421
O 1.208 -0.599 -0.764 0.513
C -1.669 -1.184 0.254 -0.885
H 3.686 0.505 4.135 0.387
C -3.131 -0.985 5.331 -0.701
H -4.436 0.319 1.949 0.257
H 1.090 1.685 -0.878 -0.481
N 0.695 -0.531 -3.922 0.478
C 1.556 -0.088 -4.861 -0.205
C -2.239 -0.731 4.298 -0.250
N -0.989 1.596 -0.527 1.051
C 1.149 -0.874 2.364 -0.477
C -0.996 4.415 -0.693 -0.650
C 0.218 0.161 2.407 0.552
O 0.177 0.384 -3.107 -0.722
Si -1.488 0.032 1.635 -0.347
H -1.180 -0.901 4.459 0.315
H 1.160 4.265 -0.492 0.482
H -2.725 -1.155 -0.069 0.718
C 1.992 -1.662 -0.860 0.324
C -1.803 1.637 0.728 -0.804
C 1.812 -2.301 -5.687 -0.246
H 1.741 0.974 -4.815 0.455
C 2.718 0.407 3.659 -0.565
C 1.767 -2.950 -0.352 -0.071
H -0.148 2.132 3.199 0.385
C 0.562 1.314 3.119 -0.192
C 2.126 -0.945 -5.762 -0.749
H -3.052 3.721 -0.813 0.235
C 2.696 -3.966 -0.487 0.169
C 2.389 -0.755 2.979 -0.632
C 3.221 -1.483 -1.512 -0.114
Rh -0.651 -0.441 -1.355 -0.221
```

***

# 3
A molecular structure, C30H29AuF3N3O6S. Source: OMol25; level of theory: the ωB97M-V functional and the def2-TZVPD basis.

Its LUMO energy is 0.15703 hartree. The energy above the lowest of the compared OMol25 structures with the same formula, charge and spin is 0.0 kcal per mole. As for the max |F|: 0.15 eV/Å. The frontier orbital gap is 6.17 eV. The HOMO energy is -1.9 eV. Its total charge is -2. Its spin multiplicity is 1. The energy comes out at -71017.432 eV.

Structure (XYZ):
```
73
Properties=species:S:1:pos:R:3:mulliken_charge:R:1
C -0.676 -1.935 -2.929 -0.542
C -2.230 1.255 0.441 0.398
C -0.425 -4.596 -3.945 -0.460
O 1.838 -2.184 -0.703 1.025
H -0.316 -5.604 -4.323 0.283
H -5.448 1.211 1.573 0.325
C -1.427 1.570 -0.765 -1.456
H -0.550 0.609 1.626 0.358
C 3.020 -4.300 -0.760 -0.866
C -4.369 1.084 1.593 -0.441
H -2.447 -4.866 -3.274 0.347
C -3.622 1.406 0.470 -0.482
N 3.536 -1.014 -2.427 -0.138
H -2.642 -2.595 -2.389 0.308
H 1.622 -5.965 -5.321 0.319
C 2.709 0.209 4.523 0.516
H 2.430 -2.247 -4.049 0.392
C 2.251 -0.659 -2.877 -0.240
C 0.794 -2.744 0.087 -1.333
F 1.812 -0.113 5.474 -0.251
N 1.707 -1.627 -3.712 -0.220
H 0.086 3.052 -3.158 0.178
C -1.613 -4.178 -3.356 -0.830
C 2.838 -2.969 -1.122 0.908
F 3.887 0.405 5.151 -0.257
H 3.001 4.700 -1.737 0.387
H 2.030 -5.839 -3.588 0.424
H 0.100 -1.929 0.267 0.033
Au -1.021 -0.152 -1.921 0.124
H 5.892 -4.951 -2.454 0.367
H 1.181 -3.101 1.043 0.481
C 2.201 1.408 -1.788 -0.722
C 0.798 2.889 -3.972 -0.559
H 2.320 -4.777 -0.091 0.472
O 3.866 -0.560 2.352 -0.671
H 3.923 -0.319 -1.801 0.445
H -4.331 0.343 3.616 0.342
C 4.121 -5.003 -1.240 -0.707
H 4.259 -6.035 -0.938 0.401
C 0.508 -2.378 -3.536 0.576
F 2.337 1.398 4.015 -0.217
C 2.428 1.126 -0.437 0.683
H -4.122 1.772 -0.422 0.312
C 2.901 2.097 0.433 -0.788
H -1.937 2.326 -1.374 0.435
H 3.074 1.823 1.465 0.362
H 3.502 4.150 0.646 0.383
H -0.453 1.976 -0.467 0.177
S 2.835 -1.093 3.218 1.123
N 1.706 0.475 -2.702 0.215
C -2.366 0.443 2.730 -0.627
C 3.751 -2.359 -2.003 -0.497
O 2.137 3.116 -3.523 -0.575
H 3.252 -5.451 -4.821 0.276
C -1.713 -2.888 -2.866 -0.647
H 0.621 3.614 -4.768 0.273
C 3.135 3.384 -0.028 -0.680
O 1.499 -1.111 2.665 -0.599
C 2.864 3.696 -1.353 -0.396
C 5.035 -4.401 -2.086 -0.690
H 0.297 -3.543 -0.470 0.422
C -3.749 0.599 2.738 -0.393
O 3.211 -2.265 3.982 -0.689
H 2.218 0.133 -0.059 0.520
H -1.853 0.058 3.605 0.415
H 0.667 1.872 -4.335 0.214
C 4.832 -3.078 -2.471 -0.340
O 1.846 -4.036 -4.582 -0.400
C 2.386 2.731 -2.225 0.110
C -1.623 0.764 1.608 -0.144
C 2.192 -5.399 -4.576 -1.038
H 5.510 -2.583 -3.156 0.452
C 0.619 -3.695 -4.025 1.116
```